1.
A structure of composition C23H44NP3RuS, computed with the ωB97M-V functional and the def2-TZVPD basis.

Structure (XYZ):
```
73
Properties=species:S:1:pos:R:3
Ru 0.077 0.348 0.349
P 1.338 -1.446 1.202
P -0.105 -0.563 -1.737
P -0.092 1.154 2.497
H -1.919 0.343 0.781
C -1.909 1.398 0.324
C -0.693 2.020 -0.317
H -0.382 2.938 0.208
C 0.214 -2.787 1.746
C 2.567 -2.298 0.141
C 2.446 -1.103 2.619
C -1.004 0.265 -3.101
C 1.492 -0.899 -2.586
C -0.965 -2.179 -1.595
C -1.370 2.432 2.405
C 1.274 1.903 3.435
C -0.892 -0.043 3.644
H -2.764 1.412 -0.359
H -0.815 2.181 -1.394
H 0.815 -3.597 2.183
H -0.344 -3.171 0.882
H -0.491 -2.410 2.497
H 3.122 -3.018 0.761
H 3.283 -1.567 -0.262
H 2.093 -2.842 -0.687
H 3.013 -2.016 2.850
H 1.894 -0.797 3.515
H 3.158 -0.315 2.343
H -0.833 -0.282 -4.039
H -0.620 1.283 -3.227
H -2.085 0.321 -2.915
H 1.676 -1.977 -2.683
H 2.318 -0.438 -2.028
H 1.471 -0.452 -3.589
H -1.551 -2.375 -2.503
H -1.656 -2.133 -0.743
H -0.249 -2.996 -1.435
H -1.908 2.456 3.354
H -2.091 2.149 1.427
H -0.855 3.382 2.222
H 1.279 1.500 4.458
H 1.065 2.979 3.465
H 2.254 1.738 2.970
H -1.440 0.582 4.365
H -0.153 -0.666 4.168
H -1.606 -0.671 3.090
C -4.876 0.236 -2.513
C -4.297 -0.604 -1.542
C -4.752 -1.913 -1.372
C -5.748 -2.430 -2.208
C -6.287 -1.614 -3.211
C -5.854 -0.295 -3.378
S -4.371 1.907 -2.699
H -4.695 2.353 -1.515
H -3.477 -0.216 -0.931
H -4.313 -2.512 -0.574
H -6.093 -3.455 -2.064
H -7.052 -2.013 -3.874
H -6.281 0.356 -4.146
N 2.356 2.451 -0.535
C 3.574 1.940 -0.210
C 4.098 2.172 1.084
C 5.187 1.430 1.529
C 5.820 0.528 0.670
C 5.355 0.358 -0.636
C 4.264 1.089 -1.099
H 1.872 3.084 0.088
H 1.951 2.367 -1.452
H 3.612 2.904 1.733
H 5.539 1.563 2.552
H 6.661 -0.061 1.028
H 5.842 -0.353 -1.300
H 3.907 0.983 -2.125
```

Calculated values
ΔE to the lowest compared entry with this formula, charge and spin = 4.0735 eV
Expectation value of S² = 6.1105
DFT total energy = -67292.30314 eV
2S+1 = 5
Strongest force on any atom = 0.049 Eh/bohr
Charge = +4
LUMO (spin up / spin down) = -13.048 / -15.255 eV
Highest occupied orbital energy (spin up / spin down) = -19.7 / -19.8 eV

Partial atomic charges computed with the Löwdin method, in multiples of e:
1 Ru 0.600
2 P 0.713
3 P 0.723
4 P 0.722
5 H 0.094
6 C -0.193
7 C -0.341
8 H 0.071
9 C -0.200
10 C -0.231
11 C -0.233
12 C -0.236
13 C -0.226
14 C -0.238
15 C -0.184
16 C -0.202
17 C -0.218
18 H 0.051
19 H 0.049
20 H 0.087
21 H 0.036
22 H 0.032
23 H 0.078
24 H 0.029
25 H 0.044
26 H 0.079
27 H 0.034
28 H 0.029
29 H 0.082
30 H 0.054
31 H -0.001
32 H 0.065
33 H -0.007
34 H 0.067
35 H 0.069
36 H 0.020
37 H 0.052
38 H 0.091
39 H 0.048
40 H 0.080
41 H 0.083
42 H 0.068
43 H 0.009
44 H 0.071
45 H 0.058
46 H 0.049
47 C -0.528
48 C -0.089
49 C -0.006
50 C 0.060
51 C 0.029
52 C -0.005
53 S 1.033
54 H -0.078
55 H 0.064
56 H 0.130
57 H 0.154
58 H 0.147
59 H 0.142
60 N 0.137
61 C -0.274
62 C 0.059
63 C 0.039
64 C -0.001
65 C 0.044
66 C 0.062
67 H 0.105
68 H 0.112
69 H 0.139
70 H 0.157
71 H 0.142
72 H 0.156
73 H 0.140

2.
A cluster of 2 separate species, C4H4FN in total, computed with the ωB97M-V functional and the def2-TZVPD basis.

Structure (XYZ):
```
10
Properties=species:S:1:pos:R:3
N 0.878 -1.994 0.488
C 0.936 -0.871 0.392
C 1.346 0.450 0.325
F 1.242 0.857 -0.987
H 2.471 0.542 0.527
H 0.816 0.976 1.040
C -1.686 -0.470 -0.717
C -2.164 0.467 -0.126
H -1.308 -1.147 -1.407
H -2.531 1.191 0.464
```

Calculated values
ΔE to the lowest compared entry with this formula, charge and spin = 3.1218 eV
SMILES = N#CCF.C#C
DFT total energy = -8416.67471 eV
2S+1 = 1
Strongest force on any atom = 0.079 Eh/bohr
Charge = 0
LUMO = 0.785 eV
Highest occupied orbital energy = -10.8 eV

Partial atomic charges computed with the Löwdin method, in multiples of e:
1 N 0.197
2 C -0.265
3 C -0.215
4 F -0.025
5 H 0.165
6 H 0.098
7 C 0.003
8 C 0.038
9 H 0.020
10 H -0.016